A structure of composition C35H52N6O3SbSi3Ti. Source: OMol25; level of theory: ωB97M-V with the def2-TZVPD basis set.

Computed properties:
ΔE to the lowest compared entry with this formula, charge and spin in kJ/mol: 495.54
Electronic energy in eV: -105486.014
Maximum force in eV/A: 0.631
Gap between HOMO and LUMO in eV: 6.90
Net charge: +3

XYZ file:
```
101
Properties=species:S:1:pos:R:3:forces:R:3
Ti 0.7146 -0.3367 -0.0181 0.384 -0.157 -0.475
C -2.4491 3.0285 1.9593 0.039 -0.008 -0.026
Sb -1.6644 1.2147 1.2595 -0.023 0.003 0.410
C -0.6967 1.0301 -0.6674 -0.037 -0.118 -0.098
C -1.9578 0.6783 -1.3723 -0.049 0.063 0.127
C -2.1209 0.3117 -2.6993 0.005 -0.002 -0.030
C -3.4043 0.2315 -3.2200 0.015 -0.008 0.000
C -4.4947 0.5402 -2.4177 -0.025 0.004 0.005
C -4.2723 0.8503 -1.0931 0.023 -0.007 -0.023
N -3.0359 0.8728 -0.5772 0.001 -0.001 -0.091
Si -0.1579 2.8382 -1.2689 0.023 -0.029 0.026
C 1.2007 3.5427 -0.2011 -0.005 0.049 0.011
C -1.6978 3.9143 -1.1890 0.003 -0.003 -0.035
C 0.3991 2.7703 -3.0535 0.029 -0.036 -0.009
C -1.9085 -0.5170 2.5259 0.119 -0.005 0.002
C -1.3598 -1.7232 1.8337 -0.063 0.007 -0.059
C -1.4270 -2.9742 2.4634 0.048 -0.025 -0.008
C -1.1773 -4.1309 1.7617 -0.003 -0.006 0.008
C -0.8620 -4.0602 0.4023 -0.054 0.005 -0.014
C -0.6906 -2.8160 -0.1329 -0.018 0.012 -0.049
N -0.8641 -1.6646 0.5681 -0.007 -0.132 0.081
Si -1.0030 -0.2088 4.3020 -0.004 0.082 -0.033
C -1.1087 1.5782 4.8299 0.016 -0.049 -0.010
C -1.8247 -1.2027 5.6494 -0.025 0.055 0.105
C 0.7583 -0.8197 4.2457 -0.095 -0.094 0.011
Si -3.8261 -0.8931 2.9410 -0.037 -0.039 0.003
C -4.0961 -2.5000 3.8489 -0.047 -0.089 0.044
C -4.8068 -1.1155 1.3698 0.071 -0.029 -0.029
C -4.5141 0.5618 3.8755 0.010 0.073 -0.021
H -1.6182 3.7324 1.9373 -0.023 0.027 0.011
H -2.7969 2.8901 2.9767 -0.011 0.010 0.056
H -3.2498 3.3639 1.3071 -0.019 -0.020 -0.005
H -1.2590 0.1325 -3.3264 -0.002 -0.005 -0.001
H -3.5543 -0.0414 -4.2564 0.004 0.003 -0.002
H -5.5021 0.5387 -2.8079 0.001 -0.004 -0.003
H -5.0900 1.1047 -0.4374 -0.010 -0.004 0.046
H 0.7994 4.1964 0.5746 -0.006 -0.027 0.019
H 1.8521 4.1561 -0.8287 -0.024 0.020 -0.008
H 1.8217 2.8009 0.2945 0.022 -0.008 -0.027
H -1.5895 4.7018 -0.4414 -0.014 -0.003 0.013
H -2.6338 3.3896 -0.9968 -0.002 -0.019 -0.001
H -1.8268 4.4122 -2.1521 0.011 0.025 0.009
H -0.1175 2.0387 -3.6748 0.002 0.010 -0.015
H 1.4753 2.6221 -3.1463 -0.018 -0.007 0.007
H 0.1817 3.7496 -3.4877 0.010 0.013 0.016
H -1.7192 -3.0230 3.5010 0.032 -0.001 -0.041
H -1.2568 -5.0905 2.2565 0.002 -0.002 -0.002
H -0.7383 -4.9462 -0.2031 0.001 0.000 -0.002
H -0.3958 -2.6953 -1.1724 0.041 -0.005 0.009
H -2.1274 1.9083 5.0321 -0.024 0.012 -0.018
H -0.6053 2.3017 4.1929 0.016 0.001 -0.073
H -0.5860 1.6071 5.7914 -0.008 0.017 0.007
H -2.8953 -1.0495 5.7752 0.099 0.048 0.046
H -1.3506 -0.8477 6.5703 0.042 -0.009 -0.004
H -1.6249 -2.2742 5.5949 0.000 0.035 0.018
H 1.4242 -0.2033 3.6567 0.119 0.137 -0.165
H 0.8385 -1.8592 3.9165 -0.017 0.036 -0.021
H 1.1212 -0.7938 5.2775 -0.017 0.000 -0.005
H -3.9921 -3.3518 3.1755 -0.041 -0.001 0.003
H -5.1550 -2.4646 4.1276 -0.009 0.012 0.011
H -3.5348 -2.6903 4.7597 -0.117 -0.034 -0.156
H -4.2523 -1.5618 0.5415 -0.005 0.013 -0.012
H -5.2494 -0.1798 1.0449 -0.044 0.034 -0.041
H -5.6384 -1.7858 1.5991 0.008 -0.011 0.010
H -4.0488 0.7513 4.8416 0.003 -0.004 -0.004
H -5.5717 0.3580 4.0651 0.002 -0.035 -0.003
H -4.4878 1.4841 3.2905 -0.001 0.012 0.015
O 1.0594 0.6625 1.3547 -0.219 0.123 0.195
O 0.2502 1.6141 1.9910 0.081 -0.024 0.173
C 4.4203 -2.4244 1.4762 -0.014 -0.007 -0.027
N 3.9025 -3.1222 0.2971 -0.010 -0.037 0.029
C 4.7257 -4.2219 -0.2200 -0.026 0.036 0.003
C 2.7658 -2.8165 -0.2518 0.028 -0.013 0.087
O 2.0037 -1.8922 0.1659 -0.210 0.167 0.041
H 4.6019 -3.1557 2.2620 0.009 0.005 0.004
H 3.6996 -1.6893 1.8178 0.007 0.004 0.000
H 5.3614 -1.9406 1.2188 0.005 0.000 0.007
H 5.6968 -3.8321 -0.5190 0.007 -0.010 0.003
H 4.2372 -4.6820 -1.0750 0.011 -0.002 -0.006
H 4.8617 -4.9642 0.5640 0.008 -0.006 -0.004
H 2.4713 -3.4217 -1.1110 0.012 0.014 -0.012
N 5.2679 1.5646 -9.6532 0.001 0.001 -0.014
C 4.9597 1.4264 -8.5567 -0.003 -0.002 0.015
C 4.5655 1.2509 -7.1852 0.006 0.002 -0.010
C 4.0690 0.0194 -6.7636 -0.002 -0.003 0.006
C 3.6902 -0.1538 -5.4436 0.011 0.014 -0.022
C 3.8008 0.9152 -4.5691 -0.008 -0.009 0.041
C 4.2929 2.1463 -4.9714 0.010 0.000 -0.030
C 4.6835 2.3112 -6.2892 -0.011 0.003 0.011
N 3.3862 0.7487 -3.1996 -0.010 -0.023 -0.004
C 4.0811 1.1513 -2.0800 0.005 -0.008 -0.028
C 3.3021 0.8452 -1.0141 0.001 -0.007 -0.072
N 2.1250 0.2666 -1.4732 0.054 0.079 0.102
C 2.2237 0.2297 -2.7962 -0.057 -0.102 -0.018
H 3.9965 -0.7981 -7.4671 0.002 -0.002 0.001
H 3.3384 -1.1180 -5.0997 -0.002 0.000 0.004
H 4.3617 2.9722 -4.2752 -0.003 -0.002 0.005
H 5.0707 3.2613 -6.6296 0.002 0.000 0.000
H 5.0576 1.5982 -2.1495 0.004 0.000 0.013
H 3.4949 0.9991 0.0341 0.008 0.015 -0.004
H 1.4770 -0.1329 -3.4830 0.000 0.011 0.002
```
Forces are in eV/Å.